Density functional theory data (ωB97M-V/def2-TZVPD) for a structure of composition C10H40CsF2NO14S2.

```
70
Properties=species:S:1:pos:R:3:forces:R:3:mulliken_charge:R:1
Cs 0.0148 0.1012 -0.0573 -0.30 -0.50 0.11 1.053
N 0.5604 3.1722 0.4092 1.42 4.35 1.79 -0.019
S -0.6104 4.0165 -0.1784 -4.94 1.14 -5.17 0.917
O -0.4588 4.3813 -1.5893 0.68 -0.06 2.12 -0.627
O -1.4129 4.9158 0.6174 1.64 -0.99 0.07 -0.621
F -1.5179 2.7511 -0.3773 -1.27 -1.30 0.33 -0.297
S 1.3623 4.5603 1.0661 3.71 -0.23 3.52 0.954
O 0.9936 4.8698 2.4461 -0.11 -0.74 -2.57 -0.535
O 1.7430 5.6624 0.2046 -0.86 -2.23 0.63 -0.542
F 2.6846 3.6192 1.3232 -0.65 1.12 -0.58 -0.260
C -3.4068 -2.3966 -1.4371 -0.08 -0.61 -0.21 -0.750
O -2.8461 -1.1043 -1.3334 0.46 0.10 1.26 -0.318
H -2.8241 -3.0970 -2.0355 0.01 0.37 -0.73 0.273
H -3.3562 -2.9158 -0.4800 -0.19 0.62 0.45 0.277
H -4.4493 -2.3515 -1.7519 0.04 -0.15 -0.14 0.301
H -2.8739 -0.5309 -2.1028 -0.11 -0.61 -0.64 0.228
C 4.1276 -0.5962 -2.4050 -0.90 0.97 -2.87 -0.196
O 3.7766 -1.6829 -1.6426 -0.11 -1.36 1.28 -0.534
H 3.4302 0.2251 -2.2404 1.15 0.78 1.34 -0.234
H 5.2077 -0.5535 -2.5452 -0.07 1.20 0.65 0.403
H 3.7683 -0.7311 -3.4252 0.21 -0.74 -0.83 0.369
H 4.5651 -2.2287 -1.6854 -0.32 -0.70 0.40 0.284
C -3.5769 0.3495 2.1488 -0.47 0.34 0.45 -0.654
O -2.9023 -0.6700 1.4772 0.97 -0.55 -0.10 -0.239
H -2.9752 0.5494 3.0354 -0.07 0.36 -0.02 0.190
H -3.7183 1.2606 1.5673 0.27 0.10 -0.08 0.292
H -4.5630 0.0338 2.4893 -0.18 -0.15 0.02 0.320
H -3.1748 -0.8195 0.5689 -0.32 0.27 -0.32 0.163
C 0.0155 1.9668 3.9245 -0.39 1.32 -0.40 -0.863
O 0.1191 1.6281 2.5243 -0.06 -1.23 1.52 -0.321
H 0.8783 2.4897 4.3372 0.50 -0.43 -0.28 0.345
H -0.7581 2.7264 4.0368 -0.38 -0.06 -0.03 0.294
H -0.2563 1.1429 4.5845 0.20 -0.39 -0.61 0.296
H 0.5138 2.3334 2.0062 -0.10 0.34 0.39 0.202
C 0.7241 -1.5884 -3.8840 0.11 0.08 -0.80 -0.768
O 0.8492 -1.5993 -2.4601 -0.38 0.13 -0.95 -0.180
H 1.1382 -2.4789 -4.3567 0.07 -0.29 0.26 0.355
H -0.2910 -1.5008 -4.2714 -0.28 -0.08 0.83 0.257
H 1.2448 -0.7525 -4.3511 0.23 0.30 0.24 0.251
H 1.7980 -1.6626 -2.3283 0.36 -0.25 0.51 0.141
C 0.2485 -4.9266 1.0401 -0.36 -0.48 0.35 -0.368
O 0.2053 -6.3705 1.0138 0.30 0.87 -0.42 -0.528
H -0.4308 -4.5228 0.2894 -0.17 -0.31 0.10 0.119
H -0.0711 -4.6235 2.0371 -0.08 0.45 -0.08 0.259
H 1.2224 -4.4886 0.8219 0.30 -0.30 0.03 0.229
H 0.8444 -6.6546 1.6714 0.00 -0.20 0.01 0.295
C -3.0176 1.6492 -2.9000 -0.96 0.37 0.36 -0.599
O -2.1173 0.7438 -3.4863 0.68 -0.69 0.39 -0.490
H -3.1830 1.4611 -1.8392 0.79 -0.29 0.19 0.062
H -2.6640 2.6782 -2.9654 -0.35 0.06 -0.27 0.359
H -4.0200 1.4376 -3.2722 -0.16 0.72 -0.59 0.371
H -1.9776 0.9718 -4.4083 -0.09 0.07 0.01 0.273
C -3.1709 -2.7551 4.7249 0.49 2.63 1.16 -0.655
O -2.9519 -2.7921 3.3280 -0.70 -1.55 0.36 -0.448
H -2.4703 -1.9864 5.0509 0.58 -0.32 0.84 0.229
H -4.0748 -2.2686 5.0917 -0.95 -0.08 -0.85 0.303
H -3.1138 -3.5897 5.4237 0.62 -0.86 -1.21 0.316
H -2.7830 -1.8883 3.0520 -0.04 -0.04 -0.38 0.242
C 5.1480 0.3716 1.5432 -0.13 -0.62 -1.36 -0.428
O 5.0622 -0.9103 0.9079 0.76 -0.50 0.37 -0.539
H 5.9576 0.3217 2.2713 -0.59 -0.18 0.43 0.287
H 5.4974 1.1080 0.8195 -0.30 0.32 -0.09 0.246
H 4.1382 0.5983 1.8853 0.39 0.56 0.64 0.130
H 4.4163 -0.9540 0.1991 -0.20 0.41 -0.01 0.320
C 1.6972 2.3236 -2.7407 -1.44 -0.18 0.39 -0.447
O 1.9692 1.9675 -1.4105 1.74 -1.43 -0.05 -0.437
H 0.6185 2.1760 -2.7926 -0.34 0.72 -0.88 0.086
H 1.9955 3.3585 -2.9083 -0.06 -0.15 -0.53 0.229
H 2.0736 1.5932 -3.4569 0.70 0.18 0.15 0.297
H 1.4089 2.4757 -0.8194 0.07 0.56 0.05 0.083
```
Forces are in eV/Å.

Relative energy (zero: lowest compared OMol25 entry of this formula, charge and spin)   8.69 kcal/mol
Net charge   0
Lowest unoccupied orbital energy   -0.19 eV
HOMO energy   -0.36759 Ha

Density functional theory data (ωB97M-V/def2-TZVPD) for a cluster of 10 separate species, C10H40N12O10 in total.

```
72
Properties=species:S:1:pos:R:3:forces:R:3:mulliken_charge:R:1
C -4.0048 0.2145 -2.7862 1.72 0.94 -0.83 -0.605
O -3.6527 0.8770 -1.5878 -1.41 -0.04 0.56 -0.496
H -3.1726 0.5406 -3.4100 -0.05 -0.56 -1.04 0.150
H -3.9960 -0.8753 -2.7671 -0.29 -0.07 0.36 0.241
H -4.8953 0.6119 -3.2732 -0.28 -0.04 0.58 0.292
H -3.0483 0.3033 -1.1112 0.18 0.10 0.24 0.385
C -4.1446 -1.3868 1.1225 -0.22 0.07 1.12 -0.974
O -3.0452 -0.6826 0.6405 0.42 0.48 -0.42 -0.396
H -4.9684 -1.4621 0.4126 0.13 -0.34 -0.25 0.299
H -3.7997 -2.3296 1.5470 -0.41 -0.37 -0.33 0.309
H -4.5184 -0.8215 1.9762 -0.14 0.12 0.08 0.195
H -2.5000 -1.2712 0.1135 0.27 -0.76 -0.47 0.270
C 0.3454 2.5201 -3.6240 1.07 1.68 -0.44 -0.875
O 0.0676 1.1952 -3.6805 -0.89 -1.89 -0.54 -0.606
H -0.4453 3.2441 -3.4273 -0.70 -0.31 -0.23 0.289
H 1.0843 2.7537 -2.8574 0.45 0.11 0.05 0.319
H 0.7638 2.6640 -4.6201 0.20 1.09 0.08 0.303
H -0.2268 0.8595 -2.8307 -0.23 -0.39 1.03 0.506
C -2.4883 -0.9197 4.4017 0.37 -0.28 -0.93 -0.288
O -1.4801 -1.5252 5.1737 0.47 0.20 0.74 -0.481
H -2.0856 -0.2434 3.6477 0.19 0.26 0.01 0.031
H -2.9172 -1.7536 3.8461 -1.12 0.33 -0.02 0.208
H -3.1581 -0.3194 5.0174 -0.09 -0.50 0.10 0.192
H -0.9230 -2.0012 4.5535 0.22 0.01 0.10 0.279
C 3.5542 1.9939 2.3928 -0.17 0.40 0.63 -3.599
O 2.6771 1.2055 2.1207 -2.51 -1.21 -1.13 0.536
N 4.6298 1.6565 2.9809 4.09 -3.24 2.02 -0.366
N 3.5924 3.2885 2.2857 -3.07 3.68 -2.18 0.020
H 5.2971 2.4019 3.1193 0.86 -0.66 0.57 0.610
H 4.7469 0.6792 3.2071 0.61 0.26 0.18 0.659
H 2.7156 3.7001 1.9995 0.30 0.59 -0.02 0.572
H 4.3508 3.8468 2.6508 -0.09 0.27 0.08 0.490
C 3.9780 0.5900 -3.2204 -0.76 0.94 3.65 0.453
O 3.9525 0.8053 -2.0093 -0.13 -0.33 0.31 -0.633
N 2.9763 0.8719 -4.0064 -2.79 1.10 -1.37 -0.217
N 4.9531 0.0742 -3.8787 3.91 -1.73 -2.46 -0.310
H 3.0763 0.7809 -5.0073 -0.75 -0.01 0.40 0.161
H 2.0963 1.0357 -3.5384 -0.21 0.04 -0.79 0.189
H 4.8052 0.1359 -4.8760 1.01 -0.63 0.22 0.131
H 5.8121 -0.2679 -3.4723 -0.33 0.30 -0.08 0.258
C -3.4182 2.3878 3.1497 0.74 -0.62 3.12 0.587
O -2.4324 2.5876 3.8312 1.50 0.59 -0.61 -0.588
N -3.5402 2.1686 1.8717 1.12 0.08 -3.68 -0.272
N -4.5774 2.2179 3.7756 -3.03 -0.12 0.64 -0.420
H -4.3854 1.8120 1.4492 0.49 0.11 -0.01 0.153
H -2.6898 2.1642 1.3268 -0.25 -0.08 -0.18 0.133
H -5.3150 1.9450 3.1419 -0.49 -0.08 1.08 0.169
H -4.6083 2.0742 4.7749 -0.04 0.08 -0.46 0.244
C -1.3399 -3.3488 -1.9371 -0.41 2.35 -1.48 0.526
O -1.6077 -2.8538 -0.8876 -0.85 0.54 3.80 -0.596
N -1.0892 -2.5594 -2.9742 0.60 0.92 -1.83 -0.296
N -1.4047 -4.6056 -2.2516 -0.16 -4.67 -0.21 -0.443
H -1.1814 -1.5687 -2.8005 0.48 -0.01 -0.29 0.141
H -0.8272 -2.9794 -3.8546 0.00 0.79 0.10 0.163
H -1.3200 -4.9330 -3.2033 0.00 0.14 0.40 0.141
H -1.7197 -5.2706 -1.5597 0.20 0.21 -0.15 0.249
C 4.1816 -2.3719 0.5568 -0.24 1.69 3.76 0.244
O 4.3786 -2.9457 -0.4322 1.12 -3.73 -5.51 -0.603
N 4.4781 -2.8607 1.7667 1.06 -1.99 2.20 -0.408
N 3.6862 -1.1803 0.6167 -2.06 4.27 -0.63 0.352
H 4.9048 -3.7761 1.7524 -0.14 0.27 0.29 0.238
H 4.2322 -2.4366 2.6497 0.01 -0.07 -0.39 0.241
H 3.6014 -0.5563 1.4063 -0.06 -0.38 0.23 0.010
H 3.3376 -0.7549 -0.2304 0.34 -0.17 -0.03 -0.068
C 0.0623 0.4330 -0.3026 2.68 1.21 0.09 0.664
O -0.5347 0.1954 -1.3256 -2.48 -1.50 -2.45 -0.618
N -0.4732 0.4408 0.8962 -1.31 -0.19 0.95 0.240
N 1.3437 0.7769 -0.3194 0.91 0.51 -0.27 0.319
H -1.3665 -0.0303 0.8843 -0.09 0.69 1.31 0.165
H 0.0177 0.9248 1.6344 -0.42 -0.57 0.40 0.132
H 1.8918 0.7450 -1.1672 0.04 0.29 0.20 -0.199
H 1.7106 1.1681 0.5364 0.89 -0.19 0.02 -0.101
```
Forces are in eV/Å.

Spin multiplicity   2
Net charge   -1
Lowest unoccupied orbital energy (spin up / spin down)   2.18 / 2.11 eV
HOMO energy (spin up / spin down)   0.02429 / -0.23980 Ha